[1]
# C55H44CrP3S2Te

A structure of composition C55H44CrP3S2Te (wB97M-V/def2-TZVPD, OMol25).

```
106
Properties=species:S:1:pos:R:3:lowdin_spin:R:1
Cr -0.4250 0.8223 0.0203 3.061
S -0.0853 0.5847 2.4305 -0.005
P 1.8414 0.6610 1.7262 0.004
C 1.6697 1.0500 0.1188 -0.010
P 1.9570 0.7182 -1.4899 0.003
S 0.1073 0.6684 -2.3606 -0.014
C 2.9654 2.0127 -2.2651 0.001
C 3.4490 3.0533 -1.4854 0.001
C 4.2025 4.0668 -2.0676 0.000
C 4.4604 4.0430 -3.4282 0.000
C 3.9670 3.0059 -4.2157 0.000
C 3.2223 1.9953 -3.6346 0.000
C 2.8614 -0.7885 -1.9744 0.001
C 4.2539 -0.8142 -1.8932 0.000
C 4.9551 -1.9719 -2.1884 0.000
C 4.2707 -3.1176 -2.5771 0.000
C 2.8884 -3.0942 -2.6838 0.000
C 2.1871 -1.9321 -2.3894 0.000
C 2.7081 -0.8247 2.2972 0.002
C 3.5139 -1.5672 1.4490 0.000
C 4.2062 -2.6751 1.9219 0.000
C 4.0886 -3.0443 3.2517 0.000
C 3.2812 -2.3029 4.1092 0.000
C 2.5977 -1.1965 3.6369 0.000
C 2.7499 1.9719 2.6102 0.002
C 2.1069 2.9221 3.3911 0.001
C 2.8269 3.9740 3.9463 0.000
C 4.1900 4.0808 3.7213 0.000
C 4.8400 3.1294 2.9412 0.000
C 4.1228 2.0819 2.3901 0.000
H 3.2189 3.0670 -0.4256 0.001
H 4.5789 4.8787 -1.4583 0.000
H 5.0424 4.8346 -3.8831 0.000
H 4.1624 2.9931 -5.2802 0.000
H 2.8344 1.1912 -4.2508 0.000
H 4.7950 0.0776 -1.5956 0.000
H 6.0354 -1.9800 -2.1212 0.000
H 4.8168 -4.0228 -2.8105 0.000
H 2.3534 -3.9779 -3.0085 0.000
H 1.1094 -1.8959 -2.5055 0.000
H 3.5825 -1.2989 0.4058 0.000
H 4.8248 -3.2509 1.2451 0.000
H 4.6214 -3.9103 3.6235 0.000
H 3.1850 -2.5916 5.1480 0.000
H 1.9651 -0.6281 4.3093 -0.001
H 1.0396 2.8420 3.5579 0.001
H 2.3190 4.7127 4.5533 0.000
H 4.7490 4.9017 4.1519 0.000
H 5.9056 3.2064 2.7667 0.000
H 4.6387 1.3434 1.7843 0.000
C -5.9890 0.0055 2.7593 -0.001
C -6.3526 -0.2490 1.4432 0.000
C -5.4279 -0.0946 0.4217 -0.001
C -4.1307 0.3169 0.7150 0.001
C -3.7677 0.5634 2.0385 0.002
C -4.6968 0.4125 3.0584 0.000
P -2.8537 0.6231 -0.5308 0.003
C -3.2826 -0.4800 -1.9133 -0.001
C -3.4748 -1.8350 -1.6395 -0.002
C -3.7466 -2.7310 -2.6594 0.000
C -3.8146 -2.2863 -3.9748 -0.002
C -3.6063 -0.9460 -4.2578 0.000
C -3.3428 -0.0451 -3.2326 -0.002
C -3.1458 2.3167 -1.1037 -0.002
C -4.3056 2.7241 -1.7076 0.004
C -4.5087 4.0841 -2.0144 -0.003
C -3.5628 5.0029 -1.6534 0.003
C -2.3751 4.6178 -0.9869 -0.003
C -1.4367 5.5819 -0.5378 0.021
C -0.3327 5.1774 0.1485 -0.004
C -0.0847 3.8002 0.3754 0.014
C -0.9329 2.8171 -0.0658 -0.081
C -2.1318 3.2461 -0.7316 -0.003
H -6.7151 -0.1180 3.5526 0.000
H -7.3598 -0.5697 1.2096 0.000
H -5.7139 -0.3041 -0.6020 0.000
H -2.7555 0.8786 2.2697 0.002
H -4.4073 0.6080 4.0826 0.000
H -3.4236 -2.1927 -0.6156 0.000
H -3.9069 -3.7772 -2.4284 0.000
H -4.0257 -2.9864 -4.7728 0.000
H -3.6452 -0.5945 -5.2807 0.000
H -3.1654 0.9958 -3.4671 0.000
H -5.0808 2.0042 -1.9458 0.000
H -5.4169 4.3961 -2.5134 0.000
H -3.7226 6.0559 -1.8576 0.000
H -1.6228 6.6315 -0.7336 0.001
H 0.3786 5.9098 0.5128 -0.001
H 0.8318 3.5263 0.8834 0.001
C -1.5042 -2.7673 1.8674 0.000
Te -0.1534 -2.1548 0.3498 0.006
C -0.8849 -3.8509 -0.7139 0.000
C -1.4492 -4.7579 0.3544 0.000
C -1.6826 -6.1070 0.1019 0.000
C -2.1988 -6.9310 1.0884 0.000
C -2.4865 -6.4085 2.3426 0.000
C -2.2591 -5.0671 2.6003 0.000
C -1.7415 -4.2327 1.6132 0.000
H -2.4262 -2.1896 1.7775 0.000
H -1.0591 -2.5555 2.8362 0.000
H -0.0483 -4.3117 -1.2372 0.000
H -1.6326 -3.5550 -1.4479 0.000
H -1.4493 -6.5151 -0.8747 0.000
H -2.3696 -7.9800 0.8835 0.000
H -2.8817 -7.0491 3.1204 0.000
H -2.4778 -4.6577 3.5795 0.000
```

* spin multiplicity: 4
* E_tot: -5255.27672 Ha
* lowest unoccupied orbital energy (alpha / beta): 0.4606 / 0.4622 eV



[2]
# C3H6INO3

A cluster of 2 separate species, C3H6INO3 in total (wB97M-V/def2-TZVPD, OMol25).

```
14
Properties=species:S:1:pos:R:3:nbo_charge:R:1
C 0.1354 -1.4800 -0.3439 0.659
C -1.0944 1.1629 -0.6266 0.001
C 0.5990 -0.4366 0.5523 -0.103
N 0.1780 -0.5370 1.8636 -0.834
O 0.7637 -1.6611 -1.5151 -0.668
O -0.8473 -2.1299 -0.0401 -0.618
O -0.2042 1.9672 -1.2313 -0.662
I 2.3994 0.6122 0.2173 0.117
H -1.5626 1.4670 0.2922 0.154
H -1.5789 0.4714 -1.2882 0.183
H 1.5493 -1.0982 -1.5885 0.490
H -0.0014 0.3196 2.3672 0.378
H -0.5602 -1.2287 1.9515 0.414
H 0.2243 2.5710 -0.6105 0.488
```

* E_tot: -695.99186 Ha
* lowest unoccupied orbital energy (alpha / beta): -0.4219 / 0.1953 eV
* ΔE to the lowest compared entry with this formula, charge and spin: 293.0 kJ/mol



[3]
# C35H48CsN7O4S4Si2Te

A structure of composition C35H48CsN7O4S4Si2Te (wB97M-V/def2-TZVPD, OMol25).

```
102
Properties=species:S:1:pos:R:3:lowdin_charge:R:1
Cs -0.0886 -0.4210 0.3080 0.561
O 5.3799 1.9380 5.6198 -0.158
C 4.5326 1.5839 4.8164 -1.108
S 4.8448 1.2388 3.1268 0.864
C 3.2027 0.7922 2.6241 -1.254
C 2.2590 0.8440 3.5954 -1.262
S 0.5601 0.4742 3.4998 0.182
S 2.8372 1.3497 5.1955 0.859
S 3.0333 0.3391 0.9517 0.165
C -9.3483 -0.8930 -1.1572 -0.094
O -8.0000 -0.8162 -1.5467 -0.091
C -7.6260 0.2447 -2.3352 -0.218
C -8.4955 1.2092 -2.8059 -0.044
C -8.0100 2.2724 -3.5680 -0.116
C -6.6574 2.3546 -3.8311 -0.099
C -5.7788 1.3875 -3.3533 -0.017
C -6.2441 0.3098 -2.6091 -0.175
N -5.4461 -0.6945 -2.0767 0.144
C -4.0320 -0.5839 -1.9501 -0.357
N -3.4435 -0.5161 -3.1634 0.133
C -2.1061 -0.2444 -3.6006 -0.235
C -1.0720 0.1364 -2.7504 -0.149
C 0.1450 0.3639 -3.4251 -0.212
C 0.3236 0.2460 -4.7965 -0.128
C -0.7519 -0.1149 -5.6047 -0.077
C -1.9700 -0.3592 -4.9949 -0.247
O -3.1085 -0.7239 -5.7198 -0.128
C -3.1354 -0.3606 -7.0766 -0.114
N -3.4349 -0.6654 -0.8226 0.166
C -4.1062 -0.6688 0.3961 -0.215
C -3.7624 -1.6623 1.3137 -0.033
C -4.2973 -1.7048 2.5924 -0.099
C -5.1918 -0.7290 2.9937 -0.108
C -5.5395 0.2889 2.1125 -0.035
C -5.0049 0.3296 0.8315 -0.211
O -5.2858 1.3224 -0.0637 -0.107
C -5.9445 2.4749 0.3958 -0.086
H -9.4373 -1.7830 -0.5383 0.091
H -10.0108 -0.9857 -2.0239 0.090
H -9.6452 -0.0161 -0.5729 0.094
H -9.5507 1.1520 -2.5792 0.093
H -8.6938 3.0265 -3.9346 0.089
H -6.2611 3.1822 -4.4053 0.095
H -4.7197 1.4853 -3.5419 0.101
H -5.8699 -1.1434 -1.2776 0.130
H -4.0751 -0.7094 -3.9243 0.123
H 1.0203 0.6675 -2.8466 0.071
H 1.2899 0.4417 -5.2530 0.085
H -0.6341 -0.2064 -6.6766 0.087
H -4.1650 -0.4771 -7.4144 0.083
H -2.4894 -1.0048 -7.6835 0.081
H -2.8205 0.6788 -7.2124 0.093
H -3.0355 -2.3954 0.9874 0.078
H -3.9867 -2.4813 3.2790 0.096
H -5.6008 -0.7318 3.9963 0.092
H -6.2165 1.0661 2.4392 0.095
H -5.9426 3.1739 -0.4392 0.087
H -5.4223 2.9197 1.2478 0.100
H -6.9823 2.2602 0.6766 0.088
C 1.0103 5.2875 2.9093 -0.185
Si -0.0890 6.2467 1.7431 0.359
C -1.8738 5.7153 1.9609 -0.185
C 0.0389 8.0931 2.1151 -0.197
C 0.4370 5.9537 -0.0292 -0.603
Te 0.6574 3.8403 -0.3757 1.201
C -0.0399 3.8869 -2.4101 -0.593
Si -1.8981 4.0187 -2.6211 0.398
C -2.4511 5.8082 -2.3594 -0.187
C -2.8320 2.9228 -1.4456 -0.176
C -2.3130 3.5454 -4.3950 -0.165
H 0.7772 5.5129 3.9517 0.032
H 2.0656 5.5135 2.7441 0.038
H 0.8847 4.2093 2.7783 0.022
H -2.1906 5.8373 2.9987 0.027
H -1.9825 4.6616 1.6997 0.017
H -2.5490 6.2960 1.3279 0.021
H -0.2797 8.3132 3.1362 0.019
H -0.5875 8.6729 1.4338 0.019
H 1.0676 8.4413 2.0039 0.021
H 1.3831 6.4425 -0.2620 -0.002
H -0.3216 6.3201 -0.7218 -0.019
H 0.2906 2.9354 -2.8310 -0.025
H 0.5042 4.6821 -2.9233 0.005
H -2.4190 6.0781 -1.3017 0.004
H -3.4826 5.9309 -2.6992 0.021
H -1.8288 6.5164 -2.9112 0.025
H -2.7510 3.2764 -0.4153 0.022
H -2.4272 1.9049 -1.4928 0.010
H -3.8911 2.8719 -1.7102 0.013
H -1.7797 4.1680 -5.1170 0.026
H -3.3851 3.6468 -4.5875 0.015
H -2.0297 2.5048 -4.5692 0.017
N 0.8766 -7.5329 -0.0600 0.130
C 0.4275 -6.2455 0.1084 -0.512
N 1.0164 -5.5375 1.1109 0.176
N -0.5105 -5.8065 -0.6826 0.100
C -0.7947 -4.5171 -0.5045 -0.339
N -0.9848 -3.4050 -0.2594 0.111
H 1.1502 -8.0138 0.7815 0.094
H 0.2922 -8.0723 -0.6786 0.096
H 1.9710 -5.7667 1.3346 0.110
H 0.8110 -4.5455 1.1354 0.100
```

* E_tot: -4506.73250 Ha
* net charge: -2
* lowest unoccupied orbital energy: 3.2515 eV
* ΔE to the lowest compared entry with this formula, charge and spin: 180.6 kJ/mol



[4]
# C35H30BrNO6P

A cluster of 3 separate species, C35H30BrNO6P in total (wB97M-V/def2-TZVPD, OMol25).

```
74
Properties=species:S:1:pos:R:3:lowdin_charge:R:1
C 1.1958 -0.2851 -6.5677 -0.132
C -0.0858 0.2891 -5.8052 -0.247
C 0.4820 1.0153 -4.5003 -0.214
C -0.6422 1.6985 -3.6340 -0.253
O -0.4649 3.0897 -3.4045 -0.285
C 0.8149 3.3111 -2.7662 -0.571
C 0.6362 3.5292 -1.1885 -0.204
C 1.8987 2.8554 -0.5430 -0.222
N 2.1051 2.7805 0.7348 0.036
P 1.4979 4.8597 -3.5486 0.504
O 2.6540 5.4179 -2.4183 -0.425
Br 2.7087 4.1199 -5.3335 0.090
H 2.1081 -0.0677 -5.9479 0.064
H 1.3539 0.2384 -7.5414 0.062
H 1.1510 -1.3956 -6.6743 0.056
H -0.5173 1.1193 -6.4232 0.101
H -0.8232 -0.5082 -5.5599 0.092
H 1.2749 1.7052 -4.8615 0.037
H 0.9664 0.2155 -3.8836 0.105
H -0.6233 1.1858 -2.6258 0.104
H -1.6317 1.4515 -4.0946 0.110
H -0.2663 2.9835 -0.8126 0.091
H 0.5971 4.6321 -1.0124 0.072
H 2.6546 2.3737 -1.2213 0.112
H 3.0058 2.2863 0.8160 0.016
H 2.2620 6.2144 -2.0446 0.007
C 2.0946 0.6006 3.0121 -0.058
C 1.3361 0.0281 4.0309 -0.051
C 1.7119 -1.1895 4.5817 -0.002
C 2.8437 -1.8478 4.1077 -0.090
C 3.5915 -1.2867 3.0701 -0.083
C 3.2200 -0.0561 2.5319 0.011
C 4.7707 -1.9983 2.5216 -0.279
O 5.4269 -1.5109 1.6210 0.108
C 5.1328 -3.3220 3.0855 -0.082
C 6.2033 -4.0299 2.5435 0.000
C 6.5587 -5.2631 3.0721 -0.063
C 5.8525 -5.7905 4.1499 -0.065
C 4.7822 -5.0914 4.6895 -0.004
C 4.4135 -3.8598 4.1526 -0.084
C 3.2459 -3.1380 4.7147 -0.282
O 2.6266 -3.6021 5.6554 0.095
H 1.8033 1.5572 2.5887 0.066
H 0.4507 0.5348 4.3968 0.107
H 1.1212 -1.6274 5.3770 0.118
H 3.8052 0.3873 1.7363 0.111
H 6.7574 -3.6220 1.7071 0.120
H 7.3885 -5.8142 2.6455 0.104
H 6.1353 -6.7502 4.5664 0.104
H 4.2322 -5.5070 5.5248 0.118
C -1.4383 1.0477 1.1262 -0.054
C -2.0935 2.1271 1.7122 -0.048
C -3.4754 2.2291 1.6336 0.002
C -4.2079 1.2564 0.9573 -0.087
C -3.5483 0.1863 0.3489 -0.083
C -2.1626 0.0793 0.4451 0.010
C -4.3083 -0.8306 -0.4159 -0.279
O -3.7377 -1.7666 -0.9434 0.104
C -5.7800 -0.6830 -0.5344 -0.081
C -6.5029 -1.5977 -1.2969 -0.001
C -7.8815 -1.4764 -1.4035 -0.065
C -8.5451 -0.4467 -0.7418 -0.066
C -7.8285 0.4699 0.0144 -0.003
C -6.4430 0.3597 0.1123 -0.082
C -5.6839 1.3658 0.8947 -0.280
O -6.2654 2.2680 1.4703 0.096
H -0.3591 0.9665 1.1961 0.094
H -1.5244 2.8887 2.2319 0.111
H -3.9814 3.0679 2.0951 0.119
H -1.6482 -0.7555 -0.0144 0.123
H -5.9912 -2.4020 -1.8108 0.119
H -8.4411 -2.1860 -2.0015 0.104
H -9.6222 -0.3569 -0.8200 0.103
H -8.3474 1.2724 0.5238 0.118
```

* E_tot: -4773.30861 Ha
* net charge: -1
* lowest unoccupied orbital energy: 0.5324 eV



[5]
# CH8O2S

A cluster of 3 separate species, CH8O2S in total (wB97M-V/def2-TZVPD, OMol25).

```
12
Properties=species:S:1:pos:R:3:nbo_charge:R:1
C -1.1931 1.5794 -1.3626 -0.694
S 0.2782 1.8000 -0.1866 -0.093
H -2.0869 1.2587 -0.7075 0.224
H -1.3717 2.5269 -1.9259 0.232
H -0.9203 0.8124 -2.0389 0.214
H 0.6007 0.6090 0.2792 0.117
O -2.1011 -2.9495 -0.1133 -0.958
H -2.1081 -3.3764 0.7840 0.481
H -2.4044 -3.5352 -0.8012 0.477
O 2.8154 -1.1942 1.6762 -0.940
H 3.2266 -2.0411 1.9234 0.473
H 2.0569 -1.3807 1.1441 0.468
```

* E_tot: -591.52610 Ha
* lowest unoccupied orbital energy: 0.4958 eV
* ΔE to the lowest compared entry with this formula, charge and spin: 86.7 kJ/mol